1.
Computed, not measured: C43H37As2BrCl2FN2O12V as an isolated structure at a distorted geometry, with ωB97M-V/def2-TZVPD.

- HOMO-LUMO gap (eV) = 6.39
- net charge = +2
- F_max (eV/A) = 1.0

Cartesian coordinates (Å):
V (0.01, 0.90, 0.68)
C (0.45, -3.04, 7.02)
C (-0.88, -3.19, 6.31)
C (-2.05, -2.90, 7.24)
C (-3.36, -3.16, 6.53)
C (-3.44, -2.36, 5.27)
C (-4.65, -2.00, 4.74)
C (-4.72, -1.23, 3.57)
F (-5.92, -0.91, 3.10)
C (-3.60, -0.81, 2.91)
C (-2.35, -1.16, 3.43)
C (-1.14, -0.73, 2.78)
O (-1.29, 0.02, 1.73)
C (0.08, -1.09, 3.33)
C (0.09, -1.87, 4.49)
N (-1.00, -2.29, 5.10)
C (-2.26, -1.95, 4.61)
C (1.38, -0.67, 2.79)
O (2.44, -0.78, 3.32)
O (1.24, -0.09, 1.57)
H (0.41, -3.63, 7.93)
H (0.65, -2.01, 7.30)
H (1.29, -3.43, 6.44)
H (-0.99, -4.20, 5.92)
H (-1.99, -1.86, 7.59)
H (-1.95, -3.54, 8.12)
H (-4.21, -2.92, 7.17)
H (-3.44, -4.23, 6.29)
H (-5.58, -2.29, 5.22)
H (-3.67, -0.21, 2.01)
H (1.04, -2.15, 4.91)
Cl (-1.79, 4.64, 0.25)
C (-2.58, 3.57, -0.82)
C (-3.64, 4.04, -1.62)
C (-4.29, 3.19, -2.47)
Cl (-5.57, 3.80, -3.44)
C (-3.91, 1.82, -2.59)
C (-4.53, 0.90, -3.47)
C (-4.06, -0.38, -3.53)
C (-2.97, -0.74, -2.72)
N (-2.37, 0.07, -1.87)
C (-2.85, 1.34, -1.79)
C (-2.21, 2.25, -0.91)
O (-1.20, 1.78, -0.17)
H (-3.93, 5.08, -1.54)
H (-5.36, 1.23, -4.08)
H (-4.50, -1.11, -4.19)
H (-2.57, -1.74, -2.79)
Br (2.62, 6.45, 3.02)
C (1.88, 4.85, 2.37)
C (1.20, 4.00, 3.24)
C (0.66, 2.82, 2.76)
C (0.81, 2.54, 1.42)
C (1.46, 3.36, 0.53)
C (2.02, 4.53, 1.02)
H (1.10, 4.27, 4.28)
H (0.13, 2.15, 3.44)
H (1.53, 3.12, -0.53)
H (2.55, 5.21, 0.36)
C (-1.30, 2.98, -4.63)
O (-0.84, 1.63, -4.37)
C (-0.08, 1.48, -3.30)
O (0.18, 2.36, -2.51)
C (0.41, 0.09, -3.12)
C (0.83, -0.72, -4.09)
As (1.74, -2.45, -3.77)
C (2.93, -2.38, -5.32)
C (2.96, -1.71, -2.41)
C (2.60, -0.92, -1.40)
As (0.74, -0.42, -1.31)
C (-0.17, -2.11, -0.98)
C (3.55, -0.44, -0.34)
O (4.30, -1.15, 0.24)
O (3.45, 0.89, -0.19)
C (4.33, 1.44, 0.81)
C (4.34, -2.26, -2.55)
O (4.53, -3.44, -2.70)
O (5.27, -1.32, -2.52)
C (6.63, -1.79, -2.56)
C (0.59, -0.44, -5.54)
O (-0.21, -1.06, -6.18)
O (1.41, 0.50, -5.99)
C (1.27, 0.82, -7.40)
H (-1.93, 2.90, -5.52)
H (-0.45, 3.63, -4.81)
H (-1.88, 3.34, -3.78)
H (2.32, -2.56, -6.20)
H (3.64, -3.20, -5.21)
H (3.45, -1.43, -5.40)
H (0.57, -2.83, -0.62)
H (-0.61, -2.46, -1.91)
H (-0.95, -1.95, -0.24)
H (4.16, 2.51, 0.79)
H (5.36, 1.21, 0.56)
H (4.08, 1.01, 1.78)
H (7.25, -0.90, -2.54)
H (6.80, -2.36, -3.48)
H (6.82, -2.43, -1.70)
H (1.94, 1.65, -7.57)
H (0.24, 1.08, -7.61)
H (1.56, -0.04, -8.00)

=====

2.
Computed, not measured: C43H37Br2CrN2O4S3 as an isolated structure at a distorted geometry, with ωB97M-V/def2-TZVPD.

- HOMO-LUMO gap (spin up / spin down) (eV) = 7.26 / 7.19
- expectation value of S² = 3.814
- F_max (eV/A) = 1.2
- multiplicity = 4

Cartesian coordinates (Å):
Cr (0.17, -0.16, -0.39)
O (0.86, -0.17, -5.50)
C (-0.10, 0.78, -5.33)
C (-0.95, 1.16, -6.36)
C (-1.92, 2.13, -6.15)
C (-2.05, 2.72, -4.90)
C (-1.20, 2.33, -3.88)
C (-0.22, 1.37, -4.07)
C (0.64, 0.86, -2.94)
O (0.01, -0.14, -2.23)
N (0.92, 1.98, -2.00)
N (1.38, 1.51, -0.79)
C (2.01, 2.36, -0.10)
C (2.69, 2.20, 1.19)
Br (3.68, 0.60, 1.49)
C (2.72, 3.19, 2.07)
C (3.40, 3.24, 3.38)
C (2.65, 3.50, 4.52)
C (3.26, 3.56, 5.77)
C (4.64, 3.38, 5.88)
C (5.39, 3.15, 4.74)
C (4.78, 3.08, 3.49)
H (0.77, -0.56, -6.37)
H (-0.84, 0.70, -7.34)
H (-2.57, 2.42, -6.97)
H (-2.82, 3.47, -4.73)
H (-1.30, 2.77, -2.89)
H (1.59, 0.50, -3.36)
H (1.52, 2.70, -2.39)
H (2.08, 3.37, -0.51)
H (2.13, 4.07, 1.81)
H (1.58, 3.64, 4.44)
H (2.67, 3.74, 6.65)
H (5.11, 3.43, 6.85)
H (6.47, 3.03, 4.81)
H (5.38, 2.90, 2.61)
Br (2.89, -1.61, -1.88)
C (2.84, -2.76, -0.37)
C (3.60, -3.89, -0.44)
C (3.61, -4.80, 0.63)
C (2.90, -4.53, 1.76)
C (2.12, -3.34, 1.87)
C (1.42, -3.06, 3.06)
C (0.69, -1.92, 3.18)
C (0.60, -1.03, 2.09)
C (1.23, -1.27, 0.89)
C (2.05, -2.43, 0.77)
H (4.18, -4.09, -1.33)
H (4.21, -5.70, 0.56)
H (2.91, -5.21, 2.60)
H (1.47, -3.77, 3.88)
H (0.17, -1.69, 4.11)
H (-0.03, -0.15, 2.19)
O (-1.32, -1.22, -0.06)
C (-2.18, -2.14, -0.68)
C (-1.47, -2.91, -1.79)
C (-1.65, -2.82, -3.13)
C (-0.71, -3.59, -3.87)
C (0.18, -4.24, -3.06)
S (-0.13, -3.93, -1.41)
C (-3.40, -1.41, -1.27)
C (-4.60, -1.90, -1.69)
C (-5.46, -0.89, -2.22)
C (-4.89, 0.35, -2.17)
S (-3.31, 0.28, -1.51)
C (-2.66, -3.07, 0.43)
C (-2.66, -2.80, 1.76)
C (-3.23, -3.86, 2.54)
C (-3.65, -4.90, 1.78)
S (-3.33, -4.63, 0.12)
H (-2.42, -2.21, -3.59)
H (-0.68, -3.66, -4.95)
H (0.99, -4.89, -3.34)
H (-4.86, -2.95, -1.64)
H (-6.45, -1.08, -2.59)
H (-5.31, 1.29, -2.49)
H (-2.26, -1.89, 2.17)
H (-3.32, -3.83, 3.62)
H (-4.10, -5.83, 2.10)
C (-1.64, 4.15, 1.41)
C (-1.81, 3.40, 2.74)
C (-0.85, 2.24, 2.55)
O (-0.89, 1.92, 1.15)
C (-1.47, 3.01, 0.42)
H (-0.75, 4.78, 1.44)
H (-2.50, 4.78, 1.17)
H (-2.83, 3.04, 2.84)
H (-1.56, 4.00, 3.61)
H (-1.14, 1.35, 3.12)
H (0.17, 2.51, 2.83)
H (-2.43, 2.69, 0.02)
H (-0.81, 3.27, -0.41)

=====

3.
Computed, not measured: C43H37BrCrIN7OP as an isolated structure at a distorted geometry, with ωB97M-V/def2-TZVPD.

- HOMO-LUMO gap (spin up / spin down) (eV) = 6.86 / 6.78
- net charge = +1
- expectation value of S² = 6.022
- F_max (eV/A) = 1.5
- multiplicity = 5

Cartesian coordinates (Å):
Cr (-0.49, 0.16, 0.70)
Br (-6.50, -3.41, 5.22)
C (-6.14, -3.83, 3.41)
C (-4.82, -3.88, 2.98)
C (-4.55, -4.16, 1.66)
C (-5.59, -4.39, 0.76)
C (-6.90, -4.42, 1.23)
C (-7.18, -4.11, 2.55)
N (-5.35, -4.74, -0.59)
N (-4.51, -4.15, -1.29)
C (-3.94, -2.92, -0.95)
C (-4.70, -1.82, -0.57)
C (-4.14, -0.57, -0.35)
C (-2.77, -0.39, -0.40)
O (-2.13, 0.73, -0.16)
C (-1.97, -1.54, -0.71)
N (-0.62, -1.36, -0.63)
C (0.17, -2.29, -1.13)
C (-0.32, -3.49, -1.66)
C (-1.67, -3.75, -1.60)
C (-2.55, -2.76, -1.12)
H (-4.01, -3.70, 3.68)
H (-3.52, -4.24, 1.32)
H (-7.70, -4.66, 0.53)
H (-8.20, -4.09, 2.91)
H (-5.77, -1.95, -0.47)
H (-4.77, 0.29, -0.13)
H (1.23, -2.09, -1.11)
H (0.36, -4.22, -2.07)
H (-2.08, -4.69, -1.94)
I (-2.65, 1.28, 2.92)
C (-2.92, 3.29, 2.32)
C (-4.23, 3.69, 2.32)
C (-4.56, 5.06, 2.21)
C (-3.56, 5.98, 2.22)
C (-2.20, 5.59, 2.23)
C (-1.20, 6.58, 2.33)
C (0.11, 6.24, 2.38)
C (0.48, 4.90, 2.20)
C (-0.45, 3.90, 2.04)
P (0.27, 2.36, 1.31)
C (1.80, 2.18, 2.30)
C (1.75, 2.35, 3.68)
C (2.89, 2.12, 4.45)
C (4.08, 1.74, 3.84)
C (4.12, 1.55, 2.47)
C (2.98, 1.74, 1.70)
C (0.83, 3.03, -0.30)
C (2.01, 3.75, -0.50)
C (2.36, 4.18, -1.77)
C (1.52, 3.93, -2.85)
C (0.33, 3.25, -2.65)
C (-0.01, 2.79, -1.39)
C (-1.84, 4.20, 2.18)
H (-5.02, 2.97, 2.44)
H (-5.60, 5.35, 2.19)
H (-3.79, 7.04, 2.25)
H (-1.51, 7.62, 2.38)
H (0.88, 6.99, 2.50)
H (1.53, 4.66, 2.16)
H (0.83, 2.67, 4.16)
H (2.85, 2.24, 5.52)
H (4.97, 1.59, 4.43)
H (5.04, 1.23, 1.99)
H (3.00, 1.57, 0.63)
H (2.67, 3.97, 0.32)
H (3.29, 4.71, -1.92)
H (1.80, 4.26, -3.84)
H (-0.34, 3.07, -3.49)
H (-0.95, 2.26, -1.24)
C (0.10, -0.90, 3.70)
N (0.55, -1.87, 4.68)
C (1.99, -2.09, 4.51)
N (2.28, -2.59, 3.17)
C (1.84, -1.61, 2.19)
N (0.37, -1.33, 2.29)
C (-0.33, -2.65, 2.13)
N (0.10, -3.63, 3.10)
C (-0.16, -3.13, 4.46)
C (1.54, -3.84, 2.96)
H (0.60, 0.05, 3.87)
H (-0.98, -0.77, 3.82)
H (2.33, -2.82, 5.25)
H (2.51, -1.15, 4.67)
H (2.05, -1.99, 1.19)
H (2.38, -0.68, 2.35)
H (-0.12, -3.05, 1.14)
H (-1.41, -2.48, 2.23)
H (0.19, -3.87, 5.18)
H (-1.23, -2.97, 4.59)
H (1.75, -4.21, 1.95)
H (1.87, -4.57, 3.69)